No. 1
A cluster of 9 separate species, C27H60O15P2 in total in a non-equilibrium geometry. Source: OMol25; level of theory: ωB97M-V/def2-TZVPD.

```
! wB97M-V def2-TZVPD RIJCOSX def2/J DEFGRID3
* xyz 0 1
C 5.126 -35.980 -22.459
O 4.689 -36.227 -23.779
P 5.518 -35.551 -25.006
O 6.863 -35.052 -24.636
O 5.770 -36.948 -25.818
C 7.112 -37.555 -25.755
O 4.710 -34.544 -25.995
C 5.092 -34.249 -27.273
H 4.734 -36.386 -21.762
H 4.859 -34.948 -22.121
H 6.193 -35.856 -22.398
H 7.345 -37.595 -24.567
H 7.888 -36.839 -26.185
H 6.997 -38.574 -26.074
H 4.027 -33.971 -27.596
H 5.261 -35.140 -27.866
H 5.823 -33.752 -27.359
C 2.472 -30.031 -24.729
O 3.463 -30.972 -24.834
P 4.260 -31.552 -23.525
O 4.377 -33.043 -23.456
O 5.745 -30.915 -23.508
C 6.798 -31.541 -24.035
O 3.338 -31.061 -22.256
C 3.806 -30.259 -21.383
H 1.602 -30.137 -23.901
H 2.137 -29.708 -25.747
H 2.849 -29.102 -24.300
H 6.804 -32.647 -23.539
H 7.737 -31.179 -23.494
H 6.908 -31.607 -25.218
H 3.758 -29.189 -21.753
H 4.924 -30.315 -21.117
H 3.314 -30.279 -20.483
C 1.533 -33.028 -26.461
C 0.388 -32.913 -25.483
C -0.890 -32.347 -25.849
O 0.576 -33.301 -24.305
H 1.197 -33.745 -27.332
H 2.392 -33.302 -26.266
H 1.771 -32.096 -27.045
H -1.480 -32.861 -26.655
H -0.913 -31.274 -25.997
H -1.655 -32.428 -25.075
C 1.004 -25.944 -21.643
C 0.710 -26.957 -22.659
C -0.029 -26.514 -23.922
O 0.775 -27.995 -22.228
H 0.878 -24.974 -22.069
H 2.056 -25.932 -21.457
H 0.297 -25.924 -20.951
H -1.002 -25.873 -23.706
H -0.008 -27.509 -24.441
H 0.703 -25.781 -24.502
C 8.583 -28.036 -24.069
C 7.322 -27.370 -24.638
C 5.988 -27.707 -23.916
O 7.424 -26.540 -25.453
H 9.319 -27.523 -24.590
H 8.875 -29.143 -24.389
H 8.766 -28.100 -23.000
H 6.037 -28.329 -23.171
H 5.436 -28.392 -24.654
H 5.349 -26.973 -23.488
C 11.530 -31.495 -23.945
C 10.830 -31.319 -25.227
C 11.622 -31.713 -26.440
O 9.686 -31.031 -25.417
H 11.703 -32.609 -23.610
H 10.929 -31.053 -23.100
H 12.368 -30.906 -23.718
H 10.960 -31.423 -27.441
H 11.712 -32.873 -26.671
H 12.494 -30.972 -26.609
C 8.942 -31.864 -21.256
C 7.720 -32.315 -20.434
C 7.674 -33.797 -20.155
O 7.012 -31.389 -19.978
H 9.847 -32.185 -20.713
H 9.110 -30.757 -21.201
H 8.927 -32.324 -22.297
H 6.667 -33.854 -19.870
H 8.397 -34.003 -19.482
H 8.008 -34.326 -21.222
C -0.372 -28.519 -18.282
C 0.306 -29.356 -17.334
C 1.826 -29.633 -17.618
O -0.167 -29.785 -16.287
H -1.266 -28.204 -17.772
H -0.523 -29.283 -19.190
H 0.268 -27.713 -18.541
H 2.303 -28.713 -17.772
H 1.828 -30.234 -18.343
H 2.126 -30.059 -16.645
C 2.883 -33.775 -19.935
C 1.533 -34.166 -19.337
C 0.445 -32.975 -19.528
O 1.404 -35.166 -18.726
H 3.580 -33.106 -19.429
H 2.601 -33.246 -20.899
H 3.393 -34.797 -20.162
H 0.611 -32.465 -20.577
H 0.528 -32.223 -18.659
H -0.449 -33.439 -19.428
*
```

## Properties
DFT total energy = -78251.78725 eV
SMILES string = COP(=O)(OC)OC.COP(=O)(OC)OC.CC(C)=O.CC(C)=O.CC(C)=O.CC(C)=O.CC(C)=O.CC(C)=O.CC(C)=O

No. 2
A structure of composition C8H12 in a non-equilibrium geometry. Source: OMol25; level of theory: ωB97M-V/def2-TZVPD.

```
! wB97M-V def2-TZVPD RIJCOSX def2/J DEFGRID3
* xyz 0 1
C -1.328 -1.065 0.146
C -0.793 -0.257 -0.935
C -1.394 1.037 -0.191
C -0.836 0.161 1.001
C 0.747 0.367 0.990
C 1.296 -0.937 0.350
C 1.022 -0.306 -0.996
C 1.293 0.931 -0.394
H -0.919 -2.174 -0.035
H -2.419 -0.986 0.160
H -1.191 -0.422 -2.106
H -1.021 2.051 -0.421
H -2.491 1.053 -0.456
H -1.044 0.549 2.137
H 1.087 0.948 1.880
H 0.636 -1.745 1.037
H 2.434 -1.060 0.677
H 1.483 -0.672 -2.026
H 1.059 2.047 -0.675
H 2.356 0.826 0.004
*
```

## Properties
Energy relative to the best compared isomer or geometry (same formula, charge and spin) = 538.74 kJ/mol

No. 3
A structure of composition C10H19N in a non-equilibrium geometry. Source: OMol25; level of theory: ωB97M-V/def2-TZVPD.

```
! wB97M-V def2-TZVPD RIJCOSX def2/J DEFGRID3
* xyz 0 1
C 1.205 -0.382 -0.339
C 2.060 0.576 -0.083
C -0.664 -0.074 -0.889
C 1.412 -1.953 -0.408
C 3.537 0.458 0.116
C 1.636 2.002 0.055
C -1.208 -0.450 1.594
C -2.676 -1.265 -0.188
C -2.291 1.308 0.273
C -1.723 -0.121 0.124
N -0.631 0.044 -2.120
H 2.284 -2.328 0.021
H 0.445 -2.436 -0.029
H 1.337 -2.238 -1.501
H 3.952 1.397 0.633
H 3.788 0.444 -0.902
H 3.915 -0.461 0.562
H 0.817 2.335 -0.666
H 2.427 2.681 -0.097
H 1.305 1.927 1.051
H -0.343 0.178 1.889
H -0.823 -1.427 1.431
H -2.080 -0.541 2.258
H -3.091 -1.043 -1.178
H -2.271 -2.190 -0.395
H -3.498 -1.390 0.408
H -1.378 1.992 0.469
H -2.966 1.631 -0.609
H -2.933 1.294 1.107
H -1.545 0.035 -2.588
*
```

## Properties
Energy relative to the best compared isomer or geometry (same formula, charge and spin) = 344.73 kJ/mol

No. 4
A cluster of 21 separate species, C13H59NO23 in total in a non-equilibrium geometry. Source: OMol25; level of theory: ωB97M-V/def2-TZVPD.

```
! wB97M-V def2-TZVPD RIJCOSX def2/J DEFGRID3
* xyz 0 1
N 0.535 0.260 -0.465
O -3.178 0.654 1.403
O 0.093 2.149 -1.647
O -2.582 2.212 -0.584
C 3.139 -0.898 2.424
C 2.066 -1.755 2.065
C -0.273 1.238 -0.732
C 0.273 -0.591 0.539
C -1.629 1.366 -0.152
C -1.936 0.503 0.822
C -0.988 -0.494 1.215
C 1.032 1.826 -2.623
C -2.816 2.300 -1.984
C 3.738 -1.122 3.741
C 3.637 0.220 1.586
C -1.387 -1.452 2.303
C 1.279 -1.710 0.711
H -3.816 1.197 0.806
H 1.841 -2.536 2.830
H 1.119 2.653 -3.382
H 0.807 0.956 -3.205
H 2.012 1.654 -2.144
H -2.853 1.264 -2.363
H -2.064 2.824 -2.579
H -3.838 2.702 -2.136
H 4.792 -1.326 3.637
H 3.321 -1.944 4.284
H 3.603 -0.171 4.310
H 4.676 0.219 1.453
H 3.081 0.166 0.631
H 3.326 1.122 2.081
H -0.598 -2.152 2.696
H -2.187 -2.063 1.939
H -1.826 -0.977 3.197
H 0.815 -2.679 0.615
H 2.039 -1.781 -0.080
O 2.098 -5.476 0.342
H 1.352 -5.028 0.859
H 1.773 -6.388 0.048
O 0.935 -3.828 5.093
H 1.807 -4.060 5.551
H 0.715 -2.863 5.305
O -3.760 -4.479 1.218
H -3.823 -4.524 2.227
H -4.687 -4.617 0.838
O 3.499 2.381 -4.593
H 3.010 1.506 -4.727
H 3.094 3.068 -5.215
O -5.532 0.556 -2.318
H -6.258 -0.141 -2.212
H -5.328 0.940 -1.405
O 3.889 -1.653 -1.837
H 4.140 -2.314 -1.113
H 4.198 -0.735 -1.547
O -5.147 1.660 0.118
H -4.877 2.610 0.340
H -6.090 1.513 0.455
O 1.021 0.988 4.792
H 1.873 0.630 4.381
H 0.657 1.710 4.184
O -5.823 4.346 -3.353
H -6.056 3.761 -2.561
H -6.686 4.677 -3.765
O 4.737 -0.409 6.873
H 4.451 -0.431 7.844
H 4.136 0.240 6.382
O -0.895 -0.690 -4.773
H -1.865 -0.620 -4.494
H -0.325 -0.684 -3.936
O -4.319 4.494 0.329
H -4.064 5.020 -0.496
H -3.490 4.375 0.896
O 1.782 3.918 -6.198
H 2.235 4.077 -7.088
H 1.192 3.101 -6.286
O 0.922 4.844 -0.635
H 0.998 4.684 0.361
H 0.552 4.003 -1.061
O 7.790 -1.192 3.240
H 7.350 -0.667 3.985
H 7.203 -1.989 3.027
O -3.352 1.822 4.053
H -3.029 1.363 4.895
H -3.530 1.111 3.356
O -0.909 -5.180 1.378
H -1.789 -4.681 1.344
H -1.011 -6.035 0.847
O -3.515 -0.629 -4.126
H -3.722 -1.595 -4.348
H -4.165 -0.324 -3.412
O 1.142 -1.885 -2.878
H 1.997 -2.101 -3.375
H 1.388 -1.412 -2.018
O 2.463 0.154 -5.361
H 1.485 -0.036 -5.540
H 2.911 -0.717 -5.104
*
```

## Properties
DFT total energy = -63017.83392 eV